Here is a structure of composition C47H73KN2OP2S3 in a non-equilibrium geometry from the Open Molecules 2025 dataset. Energies are from wB97M-V/def2-TZVPD.

Output
Lowest unoccupied orbital energy = 3.56 eV
Charge = -2

Last column: natural (NBO) charge in e.
Positions of all 129 atoms, in Å:
K (0.74, 0.51, -0.84)  0.87
C (0.66, 1.74, 4.27)  -0.61
C (0.82, 0.24, 3.96)  -0.53
C (1.30, -0.55, 5.19)  -0.63
P (1.72, 0.07, 2.33)  0.85
C (1.65, -1.78, 2.02)  -0.53
C (2.55, -2.68, 2.85)  -0.62
C (0.20, -2.27, 2.03)  -0.62
C (3.46, 0.39, 2.70)  -0.37
C (4.02, 0.76, 3.91)  -0.21
C (5.37, 1.08, 4.06)  -0.16
C (5.94, 1.51, 5.39)  -0.61
C (6.16, 1.02, 2.91)  -0.19
C (5.65, 0.66, 1.68)  -0.33
C (4.27, 0.34, 1.51)  0.19
N (3.68, 0.02, 0.36)  -0.70
C (4.44, -0.10, -0.80)  0.24
C (5.23, -1.24, -1.04)  -0.07
C (5.29, -2.32, 0.00)  -0.62
C (5.92, -1.37, -2.24)  -0.23
C (5.86, -0.40, -3.22)  -0.07
C (6.57, -0.57, -4.54)  -0.61
C (5.08, 0.73, -2.98)  -0.20
C (4.37, 0.89, -1.80)  -0.03
C (3.52, 2.12, -1.59)  -0.64
H (0.00, 1.89, 5.13)  0.18
H (0.24, 2.27, 3.41)  0.22
H (1.62, 2.20, 4.50)  0.21
H (-0.18, -0.12, 3.70)  0.21
H (1.48, 0.12, 6.04)  0.19
H (2.23, -1.09, 5.02)  0.22
H (0.55, -1.28, 5.52)  0.20
H (2.01, -1.82, 0.98)  0.26
H (2.13, -2.86, 3.84)  0.19
H (3.55, -2.25, 2.98)  0.23
H (2.66, -3.66, 2.37)  0.19
H (-0.19, -2.34, 3.05)  0.18
H (0.14, -3.27, 1.58)  0.20
H (-0.46, -1.61, 1.45)  0.24
H (3.39, 0.81, 4.79)  0.18
H (5.23, 1.28, 6.20)  0.20
H (6.15, 2.58, 5.43)  0.19
H (6.87, 0.99, 5.62)  0.19
H (7.22, 1.26, 2.99)  0.18
H (6.30, 0.64, 0.81)  0.21
H (4.34, -2.40, 0.52)  0.22
H (6.05, -2.10, 0.77)  0.21
H (5.54, -3.29, -0.45)  0.19
H (6.52, -2.26, -2.40)  0.18
H (7.44, -1.23, -4.44)  0.19
H (6.91, 0.38, -4.94)  0.20
H (5.91, -1.02, -5.29)  0.21
H (4.99, 1.49, -3.75)  0.20
H (3.87, 2.94, -2.22)  0.20
H (3.52, 2.43, -0.55)  0.22
H (2.49, 1.94, -1.90)  0.24
C (1.65, 3.27, -5.09)  -0.65
C (0.76, 2.72, -3.99)  -0.18
S (0.58, 0.96, -4.02)  -0.65
C (0.23, 3.59, -3.10)  -0.21
C (0.55, 5.07, -3.24)  -0.64
S (-0.81, 3.20, -1.72)  -0.68
H (1.96, 2.47, -5.75)  0.22
H (2.56, 3.74, -4.68)  0.19
H (1.15, 4.05, -5.69)  0.18
H (0.30, 5.46, -4.24)  0.18
H (1.62, 5.27, -3.09)  0.19
H (0.00, 5.64, -2.50)  0.21
O (-1.38, -0.36, -0.34)  -1.19
P (-2.79, 0.16, -0.39)  2.05
C (-3.30, 0.62, -2.05)  -0.69
C (-2.72, -0.33, -3.12)  -0.42
C (-3.29, 0.07, -4.48)  -0.40
C (-4.81, -0.15, -4.55)  -0.40
C (-5.45, -0.16, -3.15)  -0.39
C (-4.81, 0.90, -2.26)  -0.40
C (-2.80, 1.70, 0.60)  -0.63
C (-2.58, 1.44, 2.09)  -0.40
C (-3.89, 1.30, 2.87)  -0.39
C (-4.80, 2.50, 2.65)  -0.40
C (-5.11, 2.69, 1.17)  -0.40
C (-3.82, 2.82, 0.36)  -0.40
C (-3.81, -1.18, 0.35)  -0.59
C (-5.34, -1.08, 0.44)  -0.40
C (-5.90, -2.24, 1.27)  -0.39
C (-5.49, -3.59, 0.70)  -0.39
C (-3.97, -3.69, 0.57)  -0.40
C (-3.42, -2.53, -0.26)  -0.41
H (-2.72, 1.56, -2.18)  0.34
H (-2.96, -1.38, -2.90)  0.17
H (-1.64, -0.20, -3.14)  0.29
H (-2.78, -0.48, -5.27)  0.21
H (-3.03, 1.12, -4.63)  0.22
H (-5.04, -1.09, -5.05)  0.19
H (-5.27, 0.65, -5.14)  0.19
H (-5.30, -1.14, -2.70)  0.18
H (-6.53, 0.00, -3.22)  0.19
H (-5.34, 0.98, -1.31)  0.20
H (-4.92, 1.88, -2.74)  0.21
H (-1.86, 2.08, 0.18)  0.32
H (-2.03, 2.29, 2.50)  0.21
H (-1.94, 0.57, 2.23)  0.23
H (-3.67, 1.18, 3.94)  0.20
H (-4.42, 0.38, 2.57)  0.18
H (-4.30, 3.40, 3.02)  0.19
H (-5.73, 2.39, 3.22)  0.19
H (-5.73, 3.58, 1.02)  0.20
H (-5.70, 1.85, 0.80)  0.18
H (-3.32, 3.75, 0.66)  0.22
H (-4.02, 2.94, -0.71)  0.23
H (-3.42, -1.18, 1.38)  0.23
H (-5.76, -1.13, -0.57)  0.20
H (-5.66, -0.13, 0.87)  0.21
H (-6.99, -2.16, 1.34)  0.20
H (-5.51, -2.15, 2.30)  0.19
H (-5.94, -3.70, -0.29)  0.19
H (-5.88, -4.40, 1.32)  0.19
H (-3.68, -4.64, 0.12)  0.20
H (-3.52, -3.65, 1.57)  0.19
H (-3.82, -2.60, -1.28)  0.19
H (-2.33, -2.59, -0.33)  0.25
S (-0.53, -4.47, -1.85)  0.38
C (0.78, -5.07, -0.94)  -0.48
C (1.68, -4.08, -0.72)  -0.05
N (1.35, -2.86, -1.26)  -0.42
C (0.22, -2.92, -1.87)  -0.12
H (0.83, -6.10, -0.62)  0.23
H (2.61, -4.18, -0.17)  0.22
H (-0.24, -2.07, -2.37)  0.25

Here is a cluster of 10 separate species, C47H76BClI2N10O3 in total in a non-equilibrium geometry from the Open Molecules 2025 dataset. Energies are from wB97M-V/def2-TZVPD.

Output
Lowest unoccupied orbital energy = -1.86 eV
SMILES = C[C@@H](I)[C@@H](I)C1=CC(=O)C(B(O)N(C)C)=C(Cl)C1=O.CCCC#N.CCCC#N.CCCC#N.CCCC#N.CCCC#N.CCCC#N.CCCC#N.CCCC#N.CCCC#N

Last column: Mulliken charge in e.
Positions of all 140 atoms, in Å:
C (-1.42, 4.79, -0.74)  -1.07
C (-2.75, 4.32, -1.49)  -0.15
I (-4.19, 5.99, -1.33)  0.04
C (-2.59, 4.04, -3.06)  -1.28
I (-0.94, 5.12, -4.01)  0.08
C (-2.38, 2.47, -3.39)  0.68
C (-1.14, 1.81, -3.14)  -0.13
C (-0.92, 0.26, -3.52)  0.21
O (0.13, -0.33, -3.19)  -0.61
C (-2.07, -0.46, -4.35)  0.09
B (-1.94, -1.93, -5.04)  0.56
O (-1.68, -1.94, -6.48)  -0.53
N (-2.11, -3.24, -4.34)  -0.18
C (-1.68, -4.31, -5.33)  -0.75
C (-1.17, -3.40, -3.19)  -0.93
C (-3.31, 0.22, -4.57)  0.18
Cl (-4.62, -0.58, -5.56)  -0.17
C (-3.63, 1.68, -4.02)  0.26
O (-4.77, 2.21, -4.09)  -0.60
H (-1.34, 5.94, -0.81)  0.36
H (-1.51, 4.55, 0.38)  0.33
H (-0.47, 4.27, -1.14)  0.26
H (-3.23, 3.43, -0.94)  0.53
H (-3.55, 4.40, -3.57)  0.64
H (-0.30, 2.42, -2.69)  0.17
H (-0.86, -1.40, -6.57)  0.34
H (-0.60, -4.13, -5.69)  0.24
H (-2.43, -4.39, -6.18)  0.28
H (-1.66, -5.34, -4.81)  0.29
H (-1.29, -2.50, -2.47)  0.22
H (-0.07, -3.47, -3.47)  0.22
H (-1.42, -4.33, -2.56)  0.35
C (-8.42, 5.32, 2.87)  -1.22
C (-8.43, 6.69, 2.21)  -0.39
C (-7.12, 7.01, 1.49)  -0.22
C (-5.98, 7.00, 2.47)  0.18
N (-5.09, 6.99, 3.24)  -0.54
H (-7.65, 5.25, 3.65)  0.35
H (-9.38, 5.12, 3.35)  0.35
H (-8.24, 4.53, 2.14)  0.30
H (-8.62, 7.45, 2.97)  0.27
H (-9.25, 6.73, 1.49)  0.37
H (-7.17, 7.99, 1.02)  0.26
H (-6.92, 6.27, 0.70)  0.29
C (3.88, -5.80, -0.71)  -1.17
C (3.43, -4.82, -1.79)  -0.36
C (1.95, -4.44, -1.66)  -0.22
C (1.09, -5.66, -1.79)  0.32
N (0.42, -6.63, -1.89)  -0.57
H (3.34, -6.75, -0.78)  0.44
H (4.94, -6.02, -0.83)  0.33
H (3.72, -5.38, 0.29)  0.10
H (3.61, -5.26, -2.77)  0.30
H (4.04, -3.91, -1.72)  0.32
H (1.68, -3.72, -2.44)  0.22
H (1.76, -3.97, -0.69)  0.31
C (-3.77, 3.62, -7.51)  -0.82
C (-2.88, 4.53, -8.34)  -0.44
C (-1.64, 3.82, -8.90)  -0.42
C (-0.80, 3.31, -7.77)  0.27
N (-0.14, 2.90, -6.88)  -0.45
H (-3.24, 3.25, -6.62)  0.02
H (-4.65, 4.16, -7.16)  0.34
H (-4.11, 2.76, -8.09)  0.35
H (-2.57, 5.39, -7.73)  0.27
H (-3.47, 4.93, -9.18)  0.32
H (-1.05, 4.51, -9.50)  0.30
H (-1.94, 2.98, -9.54)  0.29
C (5.61, -4.19, 4.93)  -1.20
C (4.72, -5.30, 4.39)  -0.36
C (5.31, -6.00, 3.18)  0.01
C (5.51, -5.02, 2.06)  0.00
N (5.67, -4.24, 1.19)  -0.45
H (5.75, -3.39, 4.20)  0.35
H (5.16, -3.73, 5.82)  0.36
H (6.59, -4.58, 5.22)  0.29
H (3.74, -4.87, 4.14)  0.37
H (4.55, -6.03, 5.19)  0.16
H (4.64, -6.80, 2.84)  0.30
H (6.28, -6.46, 3.43)  0.23
C (5.83, -10.85, 4.35)  -0.94
C (5.74, -10.72, 5.87)  -0.50
C (5.46, -9.29, 6.33)  -0.35
C (6.57, -8.38, 5.88)  0.26
N (7.44, -7.67, 5.52)  -0.53
H (6.66, -10.26, 3.94)  0.38
H (6.00, -11.89, 4.06)  0.15
H (4.90, -10.51, 3.87)  0.28
H (6.68, -11.08, 6.31)  0.30
H (4.94, -11.38, 6.23)  0.33
H (5.39, -9.25, 7.42)  0.35
H (4.51, -8.93, 5.92)  0.26
C (-4.31, 10.86, 3.84)  -1.09
C (-4.77, 11.86, 2.78)  -0.62
C (-6.25, 12.23, 2.92)  0.07
C (-7.10, 11.00, 2.77)  0.30
N (-7.77, 10.04, 2.66)  -0.48
H (-4.84, 9.91, 3.76)  0.26
H (-3.24, 10.65, 3.71)  0.34
H (-4.46, 11.26, 4.84)  0.30
H (-4.59, 11.43, 1.78)  0.31
H (-4.17, 12.76, 2.85)  0.35
H (-6.53, 12.95, 2.15)  0.36
H (-6.44, 12.69, 3.89)  -0.18
C (9.24, -14.21, 3.06)  -1.13
C (7.96, -15.02, 2.89)  -0.42
C (7.32, -14.85, 1.51)  -0.37
C (6.95, -13.41, 1.29)  0.25
N (6.66, -12.28, 1.12)  -0.44
H (9.04, -13.13, 2.97)  0.34
H (9.68, -14.38, 4.04)  0.32
H (9.98, -14.48, 2.30)  0.32
H (7.25, -14.73, 3.67)  0.28
H (8.19, -16.08, 3.05)  0.31
H (6.42, -15.47, 1.44)  0.28
H (8.01, -15.17, 0.73)  0.29
C (7.58, -4.70, -2.12)  -0.68
C (7.83, -3.25, -2.54)  -0.53
C (7.07, -2.86, -3.80)  -0.23
C (7.50, -3.72, -4.95)  0.21
N (7.85, -4.40, -5.85)  -0.45
H (7.93, -5.40, -2.88)  0.43
H (8.12, -4.93, -1.20)  0.32
H (6.51, -4.88, -1.95)  -0.17
H (8.90, -3.11, -2.68)  0.33
H (7.52, -2.59, -1.72)  0.31
H (7.26, -1.81, -4.05)  0.32
H (5.99, -2.97, -3.66)  0.13
C (-10.03, 15.15, 5.32)  -1.15
C (-9.13, 16.08, 4.50)  -0.51
C (-7.89, 15.37, 3.95)  -0.27
C (-7.06, 14.84, 5.08)  0.26
N (-6.40, 14.43, 5.97)  -0.48
H (-9.51, 14.77, 6.20)  0.36
H (-10.91, 15.69, 5.67)  0.33
H (-10.36, 14.30, 4.72)  0.30
H (-8.83, 16.92, 5.13)  0.31
H (-9.71, 16.49, 3.67)  0.31
H (-7.30, 16.07, 3.36)  0.35
H (-8.18, 14.54, 3.30)  0.24

Here is a cluster of 6 separate species, C47H77BN7O11PS2 in total in a non-equilibrium geometry from the Open Molecules 2025 dataset. Energies are from wB97M-V/def2-TZVPD.

Output
Lowest unoccupied orbital energy = -0.98 eV
SMILES = CCCc1c(P(C)CC)ccc2c1C(=O)c1c(cc(CCCSC(=S)N3CCOCC3)c(B(O)OC)c1N(C)C(C)=O)C2=O.CN(C)C=O.CN(C)C=O.CN(C)C=O.CN(C)C=O.CN(C)C=O

Last column: Mulliken charge in e.
Positions of all 146 atoms, in Å:
C (5.25, 6.09, 2.73)  -1.41
C (4.95, 4.62, 3.05)  -0.12
C (3.56, 4.48, 3.66)  -1.16
C (3.03, 3.06, 3.62)  -0.40
C (3.20, 2.24, 4.76)  1.08
P (4.11, 2.87, 6.23)  -0.05
C (2.89, 3.75, 7.29)  -0.90
C (4.60, 1.35, 7.15)  -0.75
C (3.55, 0.74, 8.10)  -0.86
C (2.71, 0.92, 4.77)  -0.18
C (2.06, 0.41, 3.66)  -1.69
C (1.90, 1.21, 2.53)  0.74
C (2.37, 2.54, 2.49)  -0.34
C (2.16, 3.33, 1.24)  0.84
O (2.87, 4.26, 0.96)  -0.59
C (1.04, 2.90, 0.35)  0.44
C (0.60, 1.58, 0.39)  0.27
C (-0.40, 1.11, -0.44)  -0.80
C (-1.03, 1.96, -1.35)  0.40
C (-2.10, 1.40, -2.24)  -0.26
C (-1.66, 0.10, -2.96)  -1.13
C (-2.22, -1.17, -2.32)  -0.89
S (-1.53, -2.71, -2.96)  -0.09
C (-0.05, -3.04, -2.03)  -0.15
S (1.15, -1.95, -1.95)  -0.11
N (-0.06, -4.30, -1.44)  0.09
C (-0.58, -4.27, -0.07)  -0.49
C (0.51, -4.19, 0.97)  -0.44
O (1.35, -5.34, 0.82)  -0.46
C (2.09, -5.15, -0.37)  -0.42
C (1.19, -5.08, -1.60)  -0.71
C (-0.64, 3.31, -1.37)  -0.41
B (-1.35, 4.35, -2.36)  1.01
O (-2.00, 5.44, -1.85)  -0.63
O (-1.34, 4.15, -3.71)  -0.49
C (-2.59, 4.40, -4.37)  -0.79
C (0.39, 3.78, -0.54)  -0.76
N (0.71, 5.18, -0.67)  0.50
C (0.62, 5.96, 0.57)  -1.27
C (1.84, 5.48, -1.45)  0.87
C (2.54, 4.38, -2.20)  -1.04
O (2.22, 6.61, -1.53)  -0.64
C (1.21, 0.62, 1.36)  -0.08
O (1.10, -0.57, 1.22)  -0.61
H (4.34, 6.58, 2.36)  0.32
H (5.57, 6.61, 3.63)  0.38
H (5.99, 6.19, 1.95)  0.37
H (5.00, 4.06, 2.13)  0.29
H (5.71, 4.22, 3.72)  0.40
H (3.57, 4.85, 4.68)  0.61
H (2.87, 5.11, 3.11)  0.26
H (3.47, 4.36, 7.97)  0.43
H (2.31, 4.42, 6.68)  0.43
H (2.27, 3.07, 7.86)  0.04
H (4.92, 0.62, 6.41)  0.51
H (5.49, 1.59, 7.72)  0.57
H (3.69, 1.08, 9.12)  0.26
H (2.55, 0.98, 7.78)  0.01
H (3.61, -0.35, 8.08)  0.35
H (2.83, 0.28, 5.62)  0.35
H (1.67, -0.59, 3.65)  0.54
H (-0.68, 0.07, -0.35)  0.56
H (-3.02, 1.20, -1.69)  0.52
H (-2.33, 2.09, -3.04)  -0.21
H (-0.57, 0.04, -3.03)  0.34
H (-2.03, 0.13, -3.98)  0.60
H (-2.20, -1.13, -1.23)  0.59
H (-3.27, -1.24, -2.58)  0.42
H (-1.20, -3.38, 0.04)  0.19
H (-1.24, -5.11, 0.15)  0.33
H (0.08, -4.21, 1.97)  0.40
H (1.14, -3.31, 0.86)  0.30
H (2.75, -4.29, -0.29)  0.28
H (2.73, -6.02, -0.47)  0.37
H (0.96, -6.08, -1.94)  0.36
H (1.78, -4.61, -2.39)  0.39
H (-2.03, 5.39, -0.89)  0.34
H (-2.63, 5.45, -4.66)  0.30
H (-3.43, 4.17, -3.74)  0.34
H (-2.63, 3.78, -5.26)  0.25
H (0.29, 5.34, 1.39)  0.44
H (-0.08, 6.79, 0.47)  0.41
H (1.58, 6.38, 0.85)  0.38
H (1.82, 3.75, -2.73)  0.26
H (3.21, 4.83, -2.91)  0.40
H (3.09, 3.74, -1.52)  0.19
C (-1.37, -3.25, -8.15)  -0.85
N (-2.60, -3.37, -7.41)  0.16
C (-3.77, -3.91, -8.08)  -1.25
C (-2.70, -2.99, -6.12)  0.32
O (-3.72, -3.07, -5.45)  -0.67
H (-1.51, -2.60, -9.01)  0.31
H (-1.07, -4.24, -8.51)  0.28
H (-0.58, -2.85, -7.53)  0.32
H (-4.58, -3.17, -8.06)  0.32
H (-4.12, -4.80, -7.55)  0.38
H (-3.52, -4.16, -9.10)  0.55
H (-1.76, -2.59, -5.71)  0.16
C (-7.72, -6.46, -10.05)  -0.93
N (-6.39, -6.40, -10.62)  0.11
C (-5.98, -7.42, -11.58)  -0.89
C (-5.51, -5.44, -10.30)  0.31
O (-4.39, -5.34, -10.75)  -0.65
H (-7.86, -7.40, -9.51)  0.34
H (-8.47, -6.39, -10.84)  0.34
H (-7.87, -5.63, -9.36)  0.31
H (-5.11, -7.95, -11.20)  0.26
H (-5.71, -6.95, -12.53)  0.29
H (-6.79, -8.12, -11.73)  0.38
H (-5.92, -4.71, -9.57)  0.14
C (-0.91, -7.96, -9.61)  -0.79
N (0.25, -7.21, -10.02)  0.09
C (1.55, -7.86, -10.08)  -0.95
C (0.18, -5.90, -10.35)  -0.11
O (1.12, -5.21, -10.70)  -0.64
H (-0.77, -8.35, -8.60)  0.34
H (-1.08, -8.80, -10.30)  0.36
H (-1.79, -7.32, -9.63)  0.18
H (2.25, -7.37, -9.41)  0.30
H (1.95, -7.81, -11.09)  0.29
H (1.44, -8.90, -9.79)  0.39
H (-0.85, -5.50, -10.28)  0.51
C (-3.09, 2.50, 9.01)  -0.96
N (-1.69, 2.70, 8.70)  0.14
C (-0.98, 1.70, 7.92)  -0.91
C (-1.01, 3.78, 9.12)  0.01
O (0.17, 3.99, 8.88)  -0.58
H (-3.22, 1.58, 9.58)  0.35
H (-3.67, 2.43, 8.09)  0.35
H (-3.47, 3.33, 9.60)  0.30
H (-0.14, 1.30, 8.49)  0.22
H (-0.58, 2.15, 7.01)  0.31
H (-1.66, 0.90, 7.66)  0.40
H (-1.63, 4.48, 9.71)  0.29
C (2.15, 3.93, 11.43)  -0.50
N (1.65, 3.44, 12.71)  0.16
C (0.49, 4.09, 13.30)  -1.00
C (2.21, 2.41, 13.36)  0.13
O (1.82, 1.97, 14.42)  -0.60
H (2.45, 4.98, 11.53)  0.31
H (1.38, 3.85, 10.67)  0.04
H (3.02, 3.35, 11.13)  0.26
H (0.75, 4.49, 14.28)  0.33
H (-0.31, 3.37, 13.43)  0.30
H (0.16, 4.90, 12.65)  0.37
H (3.08, 1.99, 12.83)  0.28

The highest lowest unoccupied orbital energy belongs to which entry? C47H73KN2OP2S3